# 1
Entry from OMol25: a single C7H7NO2S molecule in a non-equilibrium geometry (ωB97M-V with the def2-TZVPD basis set).

2S+1: 1
HOMO-LUMO gap (alpha / beta): 0.2583 / 0.2447 Ha
ΔE to the lowest compared entry with this formula, charge and spin: 32.09 kcal per mole
E_LUMO (alpha / beta): -1.1 / -1.6 eV

Atoms and positions in Å:
1 C -1.303 -0.942 0.952
2 C -0.097 -1.596 0.864
3 C -1.556 0.182 0.259
4 C 0.969 -0.938 0.325
5 C -0.524 0.904 -0.450
6 C 0.845 0.377 -0.311
7 C 2.219 -1.746 0.472
8 N -0.959 2.036 -1.141
9 O -1.811 4.173 -1.922
10 O 1.727 1.055 -0.827
11 S -0.537 3.465 -1.996
12 H -2.015 -1.433 1.558
13 H 0.104 -2.635 1.250
14 H -2.567 0.620 0.316
15 H 2.290 -2.062 1.506
16 H 2.109 -2.640 -0.035
17 H 3.097 -1.128 0.140
18 H -1.991 2.309 -0.960

# 2
Entry from OMol25: a single C7H7NO4 molecule in a non-equilibrium geometry (ωB97M-V with the def2-TZVPD basis set).

2S+1: 1
Structure (SMILES): O=[N+]([O-])[C@H](OO)c1ccccc1
HOMO-LUMO gap: 0.3634 Ha
ΔE to the lowest compared entry with this formula, charge and spin: 134.86 kcal per mole
E_LUMO: 0.2 eV

Atoms and positions in Å:
1 O 1.390 -2.312 0.584
2 N 0.302 -2.175 1.135
3 O -0.545 -2.970 1.543
4 C -0.036 -0.641 1.325
5 O -1.439 -0.583 1.763
6 O -1.616 -1.111 3.073
7 C 0.130 0.143 0.035
8 C 1.379 0.411 -0.451
9 C 1.601 0.967 -1.713
10 C 0.521 1.532 -2.403
11 C -0.707 1.392 -1.837
12 C -0.989 0.568 -0.761
13 H 0.582 -0.234 2.006
14 H -2.536 -0.950 3.351
15 H 2.231 0.055 0.138
16 H 2.761 1.114 -1.925
17 H 0.470 2.202 -3.261
18 H -1.497 1.997 -2.231
19 H -2.002 0.595 -0.371

# 3
Entry from OMol25: a molecular structure, C7H7NO5Ti in a non-equilibrium geometry (ωB97M-V with the def2-TZVPD basis set).

2S+1: 2
Total charge: +3
HOMO-LUMO gap (alpha / beta): 0.1592 / 0.1773 Ha
E_LUMO (alpha / beta): -16.8 / -16.3 eV

Atoms and positions in Å:
1 Ti 1.757 1.174 0.576
2 O 4.170 -3.063 -3.128
3 C 3.868 -2.215 -2.437
4 C 1.139 2.982 0.084
5 O 0.765 4.022 -0.297
6 C 2.356 0.984 2.470
7 O 2.728 0.816 3.565
8 C 3.537 1.348 -0.380
9 O 4.574 1.517 -0.887
10 C -1.633 -1.678 -0.740
11 N -1.969 -0.541 0.104
12 C -3.351 -0.287 0.470
13 C -1.026 0.285 0.499
14 O 0.191 0.066 0.167
15 H -2.572 -2.197 -0.923
16 H -0.928 -2.349 -0.242
17 H -1.198 -1.352 -1.690
18 H -3.458 -0.274 1.567
19 H -3.670 0.696 0.090
20 H -3.959 -1.084 0.034
21 H -1.323 1.149 1.098